Entry 1:
C25H24B2BrF4FeN8O4Se as an isolated structure, computed with ωB97M-V/def2-TZVPD.

Values from the calculation:
Relative energy (zero: lowest compared OMol25 entry of this formula, charge and spin): 0.000 eV
Orbital gap (spin up / spin down): 0.24442 / 0.24877 Ha
HOMO energy (spin up / spin down): -0.2945 / -0.2989 Ha
E_tot: -228427.4281 eV
Multiplicity: 2

Geometry (Å):
Br 1.417 6.553 -0.305
Se 0.044 -4.081 -3.276
Fe 0.131 -0.016 -0.074
F 2.554 -1.872 -3.073
F -2.484 -0.851 2.852
F -2.769 1.446 2.845
F 3.356 0.241 -2.629
O -0.655 0.612 2.609
O -2.594 0.292 0.832
O 1.077 -0.052 -2.772
O 2.578 -1.126 -0.886
N 1.947 -0.390 0.016
N -1.744 0.333 -0.202
N -0.225 -2.657 -2.275
N -0.264 -2.166 0.043
N 0.213 -5.194 -1.914
N 0.009 0.018 -1.966
N 0.293 0.005 1.844
N 0.462 2.006 -0.200
C 3.799 -1.023 1.604
C -0.329 -2.729 1.220
C 1.010 4.713 -0.286
C 2.921 3.003 1.953
C -0.178 -4.119 1.494
C 2.019 2.125 2.561
C 1.203 2.588 3.603
C 1.931 0.757 2.123
C 1.784 3.826 -1.010
C -0.140 -3.040 -1.023
C 2.177 4.781 3.389
C -1.394 0.548 -3.896
C 0.082 -4.464 -0.826
C -3.636 0.609 -1.745
C 1.412 -0.500 2.543
C -1.135 0.349 -2.442
C 1.481 2.479 -0.928
C 3.009 4.317 2.377
C 0.075 -4.989 0.493
C 1.486 -1.350 3.767
C -0.053 4.245 0.462
C 1.277 3.916 3.995
C -0.298 2.883 0.464
C -2.192 0.448 -1.404
C 2.459 -0.382 1.363
B -2.133 0.364 2.275
B 2.382 -0.710 -2.357
H -0.523 -2.073 2.055
H -1.647 -0.408 -4.362
H -3.968 -0.208 -2.388
H -2.221 1.236 -4.062
H -4.233 0.617 -0.839
H 2.238 5.813 3.708
H -3.801 1.541 -2.289
H 0.664 -1.091 4.436
H 2.422 -1.169 4.293
H 3.549 2.643 1.147
H 3.704 -2.108 1.567
H 2.618 4.160 -1.609
H 2.074 1.756 -1.471
H 0.631 4.274 4.786
H 4.209 -0.733 2.571
H -0.498 0.926 -4.384
H 1.423 -2.412 3.527
H 4.499 -0.720 0.826
H 0.507 1.914 4.075
H -1.119 2.486 1.045
H 0.234 -6.048 0.647
H -0.678 4.910 1.039
H 3.715 4.989 1.906
H -0.250 -4.436 2.526

Entry 2:
C25H24BClF4N3O10V as an isolated structure, computed with ωB97M-V/def2-TZVPD.

Values from the calculation:
Charge: -1
Relative energy (zero: lowest compared OMol25 entry of this formula, charge and spin): 0.000 eV
Orbital gap (spin up / spin down): 0.23181 / 0.23786 Ha
HOMO energy (spin up / spin down): -0.1456 / -0.1517 Ha
E_tot: -101015.6236 eV
Multiplicity: 4

Geometry (Å):
V -0.023 0.313 -0.043
Cl -0.318 -2.246 2.367
F -1.468 -1.015 -1.363
F -6.550 -0.406 0.441
F -4.730 1.351 1.192
F -3.354 -2.780 -2.081
O 1.402 -2.581 -1.379
O 2.572 -2.700 0.602
O 3.961 -0.236 -1.542
O -1.983 3.560 -2.109
O 2.025 -0.494 -0.279
O -0.380 -3.645 2.094
O -0.227 -1.551 1.051
O -2.083 1.443 -2.761
O -1.500 -1.785 3.027
O 0.855 -1.918 3.123
N 0.332 1.882 1.529
N -1.950 1.030 0.265
N 0.652 1.355 -1.809
C 2.667 0.169 -1.349
C 0.033 1.182 2.804
C 2.096 2.951 -3.631
C 2.271 -3.971 0.171
C 2.128 -6.319 0.116
C 2.016 1.105 -2.059
C 2.567 -5.169 0.772
C 1.666 2.512 1.627
C 0.731 3.243 -3.327
C -2.750 -0.872 -0.870
C -5.015 -1.654 -0.832
C -1.406 2.541 -2.377
C 1.424 -6.249 -1.080
C 1.125 -5.024 -1.677
C 1.567 -3.900 -1.023
C 2.046 3.448 0.491
C -3.704 -1.772 -1.260
C 0.091 2.396 -2.471
C 2.713 1.902 -3.058
C -2.987 0.238 -0.026
C -4.337 0.337 0.384
C -2.094 2.211 1.094
C -0.225 2.055 4.029
C -0.721 2.865 1.184
C -5.290 -0.577 -0.009
B 1.984 -1.879 -0.336
H -1.463 0.699 -2.805
H -5.775 -2.363 -1.118
H -0.733 3.696 1.903
H -2.474 1.975 2.095
H 1.734 3.074 2.566
H 2.628 3.560 -4.353
H -0.405 1.393 4.877
H 0.867 0.507 2.996
H 3.090 -5.208 1.717
H 3.087 3.749 0.624
H 0.618 2.697 4.287
H 3.736 1.642 -3.290
H 1.953 2.975 -0.481
H -2.779 2.947 0.659
H 2.386 1.692 1.692
H -1.110 2.681 3.909
H -0.477 3.280 0.207
H 0.563 -4.951 -2.597
H -0.838 0.550 2.639
H 1.442 4.355 0.491
H 4.513 0.108 -0.827
H 1.089 -7.162 -1.554
H 2.329 -7.287 0.557
H 0.188 4.043 -3.805

Entry 3:
C25H24F3N3O6S3 as an isolated structure, computed with ωB97M-V/def2-TZVPD.

Values from the calculation:
Orbital gap: 0.29335 Ha
HOMO energy: -0.2875 Ha
E_tot: -83722.0408 eV

Geometry (Å):
S 1.143 -0.662 -1.835
S 1.992 -0.178 -4.346
S -0.819 -0.461 -3.739
F 2.420 -2.894 -2.082
F 1.743 -2.404 -0.033
F 0.286 -3.085 -1.544
O -0.625 2.496 3.523
O 3.142 0.363 -3.539
O 0.234 -2.220 3.768
O -0.985 0.954 -3.260
O 1.458 0.626 -5.499
O -1.255 -1.057 -5.052
N 1.164 0.374 3.654
N 3.314 0.296 3.292
N 0.792 -1.072 -3.465
C -2.967 -0.382 3.385
C 1.773 1.298 4.534
C -0.258 0.124 3.600
C -1.849 -1.356 -2.543
C 3.829 -3.734 -6.541
C 4.040 -1.858 -5.084
C -2.514 0.917 3.396
C -1.577 3.518 3.353
C 4.614 -2.915 -5.757
C 1.903 -2.435 -5.973
C -1.152 1.199 3.505
C 2.473 -3.495 -6.649
C 1.421 -2.408 -1.334
C -0.714 -1.203 3.614
C -0.282 -3.528 3.751
C 2.693 -1.617 -5.200
C 4.630 -0.065 2.771
C -2.939 -1.503 -0.429
C 3.104 1.254 4.304
C 2.130 -0.193 2.924
C -2.352 -2.583 -2.900
C -2.085 -1.432 3.494
C -2.141 -0.810 -1.313
C -3.157 -3.274 -2.021
C -3.446 -2.735 -0.785
H -2.118 -2.978 -3.877
H -3.152 -1.087 0.542
H 0.845 -2.231 -6.046
H 4.522 -0.816 1.992
H -2.285 3.508 4.182
H -2.461 -2.439 3.495
H -4.024 -0.578 3.306
H 1.246 1.945 5.215
H 4.635 -1.202 -4.467
H -4.072 -3.278 -0.097
H -1.062 4.478 3.340
H 3.874 1.848 4.770
H -1.755 0.167 -1.062
H -0.962 -3.666 4.591
H -0.791 -3.713 2.804
H 5.113 0.815 2.354
H -3.223 1.722 3.325
H -2.096 3.383 2.403
H 0.550 -4.227 3.848
H 1.861 -4.135 -7.266
H 5.246 -0.469 3.570
H 5.674 -3.095 -5.673
H 4.277 -4.558 -7.075
H -3.554 -4.235 -2.304

Entry 4:
A 5-piece molecular cluster, C25H24F4NO2PS2 overall, computed with ωB97M-V/def2-TZVPD.

Values from the calculation:
Relative energy (zero: lowest compared OMol25 entry of this formula, charge and spin): 0.165 eV
Orbital gap: 0.33350 Ha
HOMO energy: -0.3305 Ha
E_tot: -73727.9308 eV
SMILES: O=C(N[PH2]=S)OS.Fc1ccccc1.Fc1ccccc1.Fc1ccccc1.Fc1ccccc1

Geometry (Å):
S -0.195 -3.107 -2.234
S -3.624 -3.674 -0.584
P 0.156 -2.147 -0.585
F 0.271 0.704 -2.546
F -3.251 4.433 1.607
F 3.030 -1.876 -3.024
F 3.764 1.109 3.727
O -1.965 -2.596 1.845
O -3.341 -2.179 0.127
N -1.165 -1.333 0.122
C 4.558 -1.798 -6.293
C 0.094 4.014 -0.137
C 1.051 -1.173 3.045
C 1.383 2.283 -1.201
C 0.858 -1.726 4.302
C 3.198 -2.044 -4.353
C 2.639 -0.363 5.175
C 3.556 -2.374 -7.060
C 1.651 -1.318 5.365
C 0.220 1.805 -1.766
C -4.538 1.011 3.473
C 2.188 -2.625 -5.096
C -3.791 2.143 1.488
C 1.315 3.402 -0.385
C -4.223 0.988 2.123
C -1.003 2.401 -1.542
C 4.380 -1.625 -4.929
C 2.374 -2.784 -6.460
C -3.675 3.307 2.221
C -3.979 3.349 3.566
C -2.134 -2.112 0.767
C 2.809 0.176 3.917
C -4.417 2.191 4.191
C -1.063 3.512 -0.715
C 2.030 -0.211 2.846
H -3.494 -3.308 -1.868
H 3.272 -0.036 5.989
H -4.877 0.110 3.964
H 0.089 -2.472 4.451
H -4.665 2.213 5.243
H 1.501 -1.744 6.347
H 3.697 -2.504 -8.124
H 1.591 -3.230 -7.057
H -4.313 0.068 1.562
H 0.042 4.880 0.507
H 2.323 1.782 -1.397
H 5.145 -1.171 -4.314
H 0.434 -1.492 2.220
H 2.217 3.794 0.063
H 5.481 -1.480 -6.757
H -3.544 2.141 0.435
H -2.014 3.984 -0.518
H -1.892 1.995 -2.007
H -1.617 -0.769 -0.590
H 2.190 0.239 1.875
H 0.790 -2.947 0.368
H 1.276 -2.943 -4.610
H -3.872 4.277 4.111
H 1.082 -1.147 -0.890